Below is a molecular structure, C18H22CuFN2OS, with properties calculated with ωB97M-V with the def2-TZVPD basis set.

For the orbital gap (spin up / spin down), the calculation gives 0.2646 / 0.2527 hartree. As for the expectation value of S²: 0.754. The value obtained for the total energy is -3022.3057 hartree. The net charge is -1. As for the energy above the lowest of the compared OMol25 structures with the same formula, charge and spin: 4.0 kcal/mol. The multiplicity is 2. The value obtained for the LUMO energy (spin up / spin down) is 2.98 / 2.71 eV. The HOMO energy (spin up / spin down) comes out at -4.22 / -4.16 eV.

```
46
Properties=species:S:1:pos:R:3:lowdin_charge:R:1
Cu 1.3796 2.2393 0.1882 0.285
C -2.2515 2.4595 -0.5496 -0.062
C -1.4792 1.9330 -1.7603 -0.367
C -0.2469 2.7920 -2.0639 -0.063
C -1.1657 0.4337 -1.7057 -0.112
C -1.7845 -0.3654 -2.6924 -0.057
C -1.5205 -1.7236 -2.7980 -0.110
C -0.6121 -2.3093 -1.9292 -0.052
C 0.0258 -1.5578 -0.9203 -0.109
C 1.0675 -2.2577 -0.0405 -0.377
C 2.2962 -2.6596 -0.8643 -0.117
C 0.4856 -3.4733 0.6906 -0.075
C -0.2790 -0.1685 -0.7640 -0.200
N 0.3264 0.5820 0.1916 -0.019
C -0.1602 0.5448 1.4591 -0.262
C -1.2348 -0.2309 1.9321 -0.022
C -1.6381 -0.1948 3.2743 -0.108
C -0.9821 0.6308 4.1828 -0.137
C 0.0702 1.4248 3.7409 -0.022
C 0.4586 1.3739 2.4009 -0.225
F 1.4589 2.1687 1.9908 -0.049
H -2.6788 3.4431 -0.7758 0.074
H -1.6156 2.5921 0.3282 0.066
H -3.0760 1.7907 -0.2813 0.082
H -2.1523 2.0896 -2.6155 0.118
H 0.4617 2.8221 -1.2315 -0.030
H -0.5455 3.8256 -2.2712 0.085
H 0.2853 2.4158 -2.9447 0.095
H -2.4725 0.0846 -3.4020 0.097
H -1.9998 -2.3152 -3.5692 0.089
H -0.3855 -3.3637 -2.0481 0.100
H 1.4320 -1.5810 0.7381 0.113
H 2.0525 -3.4020 -1.6320 0.071
H 3.0676 -3.0921 -0.2180 0.074
H 2.7307 -1.7886 -1.3676 0.023
H 0.2053 -4.2769 0.0016 0.066
H -0.4057 -3.1989 1.2647 0.070
H 1.2207 -3.8853 1.3908 0.076
H -1.7730 -0.8794 1.2444 0.109
H -2.4674 -0.8166 3.5947 0.091
H -1.2927 0.6596 5.2209 0.085
H 0.5960 2.0880 4.4156 0.110
O 5.3741 0.3367 -0.0651 -0.625
S 3.9276 -0.0168 -0.0090 0.662
N 3.0291 1.1908 0.0746 -0.438
H 2.2680 3.6363 0.1942 -0.005
```


Below is 2 unconnected molecules or ions with the total composition C4H6N2O, with properties calculated with ωB97M-V with the def2-TZVPD basis set.

For the orbital gap, the calculation gives 0.3302 hartree. The value obtained for the total energy is -340.6126 hartree. The net charge is 0. As for the energy above the lowest of the compared OMol25 structures with the same formula, charge and spin: 114.4 kcal/mol. The value obtained for the LUMO energy is 0.79 eV. The HOMO energy comes out at -8.19 eV.

```
13
Properties=species:S:1:pos:R:3:lowdin_charge:R:1
C 1.8594 0.7935 -0.2586 -0.017
C 0.6472 0.5868 -1.1033 -0.057
C 2.0731 -0.4493 0.1797 -0.195
C 0.3360 -0.7151 -0.9695 -0.196
N -2.4972 -0.3180 -0.3127 -0.171
N -2.4047 -0.4894 0.9288 -0.011
O 1.1915 -1.3173 -0.1794 0.050
H 2.2827 1.6758 0.1453 0.092
H 0.1248 1.1314 -1.8125 0.074
H 2.8752 -0.6905 0.8066 0.115
H -1.8655 0.4151 -0.7157 0.072
H -3.1517 -0.8073 -1.0300 0.132
H -0.4257 -1.3533 -1.3463 0.112
```


Below is 13 unconnected molecules or ions with the total composition C61H142N18O13, with properties calculated with ωB97M-V with the def2-TZVPD basis set.

For the orbital gap, the calculation gives 0.3168 hartree. The value obtained for the total energy is -4373.0901 hartree. The net charge is 0. The value obtained for the LUMO energy is 0.16 eV. The HOMO energy comes out at -8.46 eV.

```
234
Properties=species:S:1:pos:R:3:lowdin_charge:R:1
C 14.2280 14.9146 11.4659 -0.151
O 15.2339 14.5695 10.5077 -0.118
H 14.0906 14.2067 12.3758 0.111
H 14.3938 15.9084 11.9009 0.054
H 13.2949 15.0355 10.9719 0.053
H 15.2190 13.6430 10.3783 0.039
C 20.4795 19.1411 19.6505 -0.019
C 20.6149 17.5252 19.3844 -0.448
C 21.8942 16.9905 20.0894 -0.147
C 21.9697 15.4838 20.3839 -0.158
C 20.6024 15.0778 21.1063 -0.118
C 19.3496 15.4968 20.3583 -0.500
N 19.4067 16.9414 20.0894 -0.075
O 18.3906 17.3111 19.1986 -0.086
C 19.1373 14.6416 19.0594 0.001
C 18.1137 15.2752 21.2914 -0.024
C 20.7483 17.3090 17.9156 -0.061
H 21.4516 19.7076 19.6055 0.072
H 20.0347 19.3154 20.6157 0.061
H 19.7709 19.5627 18.8822 0.079
H 22.7460 17.3571 19.4926 0.109
H 21.8597 17.4298 21.1140 0.124
H 22.8207 15.3300 21.0836 0.116
H 22.1772 14.9305 19.5026 0.078
H 20.6993 15.6031 22.0600 0.112
H 20.6057 13.9943 21.3018 0.123
H 20.0247 14.9682 18.4762 0.069
H 19.2967 13.5930 19.2636 0.079
H 18.2228 14.7275 18.5087 0.063
H 17.9358 14.1941 21.5098 0.097
H 18.3952 15.6717 22.2445 0.060
H 17.1653 15.7095 20.9705 0.064
H 21.3295 16.3918 17.6201 0.092
H 21.2893 18.1731 17.5455 0.069
H 19.8800 17.3009 17.2963 0.056
H 17.6996 17.7230 19.7603 0.080
C 17.8159 23.9334 13.2281 -0.056
C 19.1382 24.4766 12.8378 -0.528
C 19.0049 25.8857 12.2217 -0.133
C 20.3857 26.4853 12.0428 -0.204
C 21.0357 26.7047 13.4108 -0.134
C 21.1899 25.3505 14.1196 -0.516
N 19.8140 24.7017 14.1280 -0.073
O 19.9115 23.4732 14.7806 -0.093
C 22.2876 24.5210 13.5783 -0.037
C 21.5298 25.6554 15.5752 -0.035
C 19.7719 23.5232 11.8142 -0.017
H 17.0640 23.9024 12.4599 0.097
H 17.5191 24.5276 14.1047 0.097
H 17.9453 22.9928 13.6526 0.030
H 18.3627 25.9994 11.2906 0.142
H 18.4766 26.4781 13.0149 0.128
H 20.3487 27.4175 11.5072 0.097
H 21.0312 25.8503 11.3548 0.114
H 20.3423 27.3127 14.0359 0.130
H 22.0350 27.2132 13.2818 0.139
H 22.0601 23.5392 14.0141 0.073
H 22.2106 24.4186 12.4811 0.079
H 23.2370 24.8710 13.9277 0.089
H 22.1689 26.5406 15.6143 0.089
H 20.7108 25.9526 16.2204 0.090
H 22.0220 24.8251 15.9828 0.047
H 20.0864 22.6284 12.3455 0.066
H 20.5699 23.9143 11.1838 0.067
H 19.0010 23.2181 11.1091 0.087
H 19.4557 23.4921 15.6891 0.096
C 15.4369 19.9106 12.3077 -0.044
C 16.7687 19.1870 12.4453 -0.513
C 17.7386 20.0487 11.6116 -0.135
C 19.2238 19.6311 11.7266 -0.148
C 19.6187 19.6817 13.2103 -0.128
C 18.6384 18.9784 14.2140 -0.428
N 17.2437 19.3620 13.8351 -0.046
O 16.4379 18.5733 14.7161 -0.111
C 19.0283 17.4728 14.3262 -0.009
C 19.0160 19.6811 15.5617 -0.030
C 16.6507 17.7473 11.9045 -0.012
H 14.7044 19.5309 13.0549 0.081
H 14.9764 19.7757 11.3349 0.080
H 15.5622 21.0043 12.5625 0.097
H 17.4004 20.0212 10.5367 0.141
H 17.5236 21.0568 11.9818 0.093
H 19.7233 20.3451 11.1306 0.076
H 19.3450 18.6834 11.2152 0.102
H 19.6492 20.7347 13.4487 0.088
H 20.6093 19.3920 13.4923 0.093
H 19.0870 17.0288 13.3419 0.053
H 20.0390 17.4468 14.7600 0.076
H 18.3115 16.9767 15.1049 0.092
H 18.9639 20.7807 15.5727 0.074
H 18.5022 19.3471 16.4648 0.077
H 20.0288 19.4447 15.7627 0.048
H 16.1157 17.1461 12.6461 0.060
H 17.6043 17.2160 11.7565 0.069
H 16.0994 17.6673 10.9688 0.089
H 16.2087 19.2265 15.4844 0.075
C 24.4104 18.9561 11.5508 -0.021
C 24.2644 20.5067 11.5516 -0.499
C 23.1019 21.0688 12.4141 -0.122
C 23.3639 20.8516 13.9137 -0.154
C 24.6832 21.5699 14.3507 -0.102
C 25.8498 21.0911 13.4524 -0.498
N 25.4506 21.2637 12.0233 -0.097
O 26.5213 20.9020 11.2046 -0.044
C 27.0860 21.9235 13.6578 -0.046
C 26.1665 19.6519 13.9157 -0.036
C 23.9640 20.9582 10.1269 -0.049
H 23.6224 18.5269 10.9201 0.087
H 24.3245 18.4408 12.5134 0.046
H 25.3652 18.6170 11.1203 0.093
H 22.9482 22.1250 12.2438 0.097
H 22.2237 20.4996 12.0523 0.111
H 23.3908 19.7891 14.1171 0.080
H 22.5050 21.2254 14.5125 0.095
H 24.8872 21.2768 15.3690 0.109
H 24.6841 22.6307 14.2954 0.095
H 27.0147 22.9242 13.2784 0.081
H 27.4302 22.0725 14.6609 0.080
H 27.9303 21.4390 13.1534 0.088
H 25.2287 19.0501 13.8882 0.036
H 26.8546 19.2734 13.2197 0.071
H 26.5613 19.6940 14.9242 0.088
H 24.1632 22.0610 10.0687 0.101
H 22.9053 20.8108 9.8715 0.084
H 24.6079 20.4238 9.3967 0.090
H 26.7620 21.7227 10.7137 0.131
C 17.6387 10.8899 14.7642 -0.052
C 17.4022 11.9266 13.7047 -0.539
C 17.2886 13.2947 14.3245 -0.120
C 17.5550 14.4809 13.3830 -0.174
C 18.8981 14.3062 12.7178 -0.160
C 18.9875 13.0092 11.9233 -0.503
N 18.7396 11.9255 12.9539 -0.058
O 18.7403 10.6877 12.1949 -0.070
C 18.1590 12.9002 10.6904 -0.019
C 20.5167 12.9741 11.5762 -0.037
C 16.1829 11.5462 12.8396 -0.010
H 17.5548 9.8680 14.3205 0.095
H 16.8803 11.0619 15.4867 0.070
H 18.6058 11.0559 15.3071 0.106
H 16.3272 13.3556 14.8977 0.135
H 18.1539 13.3273 15.0060 0.123
H 17.6614 15.4528 13.8946 0.074
H 16.7944 14.7048 12.6671 0.076
H 19.6796 14.3256 13.4714 0.117
H 19.0395 15.1205 11.9604 0.132
H 18.7835 13.3260 9.9148 0.093
H 17.9041 11.8841 10.5766 0.066
H 17.2275 13.4985 10.8539 0.066
H 20.7991 13.7660 10.9128 0.070
H 21.1251 13.0915 12.4596 0.061
H 20.8213 12.0959 11.0098 0.081
H 15.3242 11.8749 13.4533 0.089
H 16.1336 10.4728 12.5918 0.088
H 16.2092 12.1788 11.9266 0.056
H 19.3898 10.2118 12.7659 0.120
C 27.0630 16.4799 16.5131 -0.016
C 25.7735 15.6246 16.9385 -0.456
C 24.5862 16.5397 17.1148 -0.149
C 23.8669 17.0085 15.8235 -0.149
C 23.4137 15.7916 14.9747 -0.161
C 24.5886 14.9084 14.7384 -0.544
N 25.2010 14.5391 16.0499 -0.079
O 26.1517 13.5427 15.8332 -0.046
C 24.0030 13.6754 14.0039 -0.036
C 25.5724 15.5277 13.7507 -0.028
C 26.0831 14.9497 18.2902 -0.033
H 26.8776 17.3261 15.8463 0.044
H 27.8051 15.8326 15.9968 0.077
H 27.6091 16.8976 17.4072 0.094
H 23.9291 16.0896 17.7489 0.061
H 24.8654 17.5034 17.5636 0.129
H 24.5718 17.6361 15.1937 0.085
H 22.9944 17.6907 16.0152 0.100
H 22.8476 16.0759 14.0426 0.135
H 22.6167 15.2444 15.5247 0.121
H 23.6160 13.8808 13.0185 0.075
H 24.8494 13.0358 13.8067 0.068
H 23.2847 13.1595 14.6573 0.098
H 25.9710 16.4773 14.1115 0.053
H 26.3403 14.7177 13.5414 0.101
H 25.0465 15.7131 12.7654 0.107
H 26.2932 15.6924 19.1309 0.114
H 26.8594 14.2313 18.2488 0.066
H 25.2115 14.4785 18.6054 0.052
H 26.8809 13.9905 15.2853 0.112
C 15.2368 16.1969 17.1105 -0.587
O 14.8416 15.8543 18.2668 -0.058
N 14.4206 16.3003 16.0055 0.166
N 16.5745 16.5400 16.9174 0.190
H 13.4536 16.5436 16.1754 0.080
H 14.8234 16.6816 15.1235 0.104
H 16.7629 17.0775 16.1492 -0.006
H 17.1767 16.6652 17.7510 0.082
C 11.9716 20.0643 12.2408 -0.701
O 12.4136 20.9030 13.0132 0.000
N 11.9871 20.1170 10.8368 0.149
N 11.5645 18.9192 12.7609 0.160
H 11.2927 19.5276 10.4625 0.069
H 11.9410 21.1035 10.5965 0.105
H 11.4816 18.0247 12.2719 0.115
H 11.6186 18.9520 13.8241 0.104
C 20.5413 22.9566 18.1281 -0.641
O 19.5313 23.5113 17.6353 -0.027
N 20.7420 22.8786 19.4549 0.173
N 21.4552 22.3705 17.3139 0.196
H 21.3130 22.0983 19.7274 0.083
H 20.0062 23.2464 20.0629 0.127
H 21.2294 22.4434 16.3657 0.048
H 22.3294 21.9262 17.5613 0.117
C 12.3424 19.2320 16.4968 -0.652
O 11.5745 18.4547 15.9002 -0.015
N 12.6841 20.5039 16.0984 0.165
N 12.8580 18.9681 17.7307 0.153
H 13.4904 21.0121 16.4360 0.080
H 12.6322 20.6269 15.0655 0.075
H 13.7821 19.3193 17.9642 0.084
H 12.5732 18.1313 18.2283 0.103
C 16.2751 21.3719 16.8693 -0.671
O 15.8140 20.2602 16.6973 0.008
N 16.5904 21.9223 18.0396 0.204
N 16.5684 22.1639 15.7828 0.176
H 16.5473 21.3018 18.8467 0.090
H 17.2759 22.6295 18.0980 0.066
H 16.7399 23.1891 15.9617 0.131
H 16.2377 21.8099 14.9000 0.090
C 15.5740 18.9373 20.8929 -0.600
O 16.4036 19.3540 20.0508 -0.024
N 14.9684 17.7131 20.8706 0.190
N 15.3319 19.7381 22.0125 0.134
H 14.2804 17.5657 21.5656 0.091
H 14.9067 17.1293 20.0349 0.078
H 15.0639 19.2742 22.8519 0.078
H 16.1435 20.3431 22.1777 0.110
```